[1]
Below is 4 unconnected molecules or ions with the total composition C19H25F3N2O13P at a distorted geometry, with properties calculated with the ωB97M-V functional and the def2-TZVPD basis.

Summary:
- E_HOMO (Ha) = -0.45461
- 2S+1 = 1
- Kohn-Sham gap (eV) = 7.67
- maximum force (eV/Å) = 6.00
- charge = +1
- molar mass (g/mol) = 577.38
- LUMO (eV) = -4.703

```
63
Properties=species:S:1:pos:R:3:forces:R:3
C 6.134 3.124 0.799 0.071 -1.162 0.270
C 4.610 2.944 0.333 -0.453 -0.090 0.040
C 3.894 4.294 -0.182 1.010 0.194 -0.541
C 3.075 4.093 -1.574 1.577 1.350 -0.278
N 1.586 4.064 -1.408 -0.451 -2.400 2.584
C 1.115 2.939 -0.618 0.608 -2.050 -0.025
C 1.809 1.532 -0.840 -2.399 -1.509 2.674
C 1.375 0.251 -0.024 -1.128 4.387 -0.917
C 2.168 -1.128 -0.275 1.485 -3.774 2.849
O 2.372 -1.946 0.683 -1.417 4.210 -4.039
O 2.734 -1.505 -1.529 -2.167 3.137 2.075
C 0.189 0.450 0.994 0.836 3.095 -1.666
C -0.457 1.842 1.118 2.795 -3.172 -1.195
N 0.018 3.019 0.341 0.566 -3.745 0.035
P -0.847 4.567 0.650 -2.143 2.405 0.498
O -1.509 4.502 2.251 0.259 -1.594 -3.404
O -2.231 4.492 -0.370 2.116 -1.599 2.094
H 6.826 3.564 -0.013 -1.330 -0.427 1.312
H 6.541 2.055 0.997 -0.614 1.767 -0.272
H 6.230 3.679 1.804 -0.193 -0.605 -1.760
H 4.560 2.190 -0.538 0.321 1.087 1.319
H 3.977 2.476 1.183 1.160 0.722 -1.284
H 3.265 4.823 0.629 0.813 -0.971 -1.341
H 4.751 5.033 -0.438 -1.447 -1.152 0.425
H 3.494 3.213 -2.193 -0.954 1.335 1.134
H 3.307 5.035 -2.209 -0.677 -1.629 0.933
H 1.277 4.975 -1.036 -0.141 -0.668 -0.260
H 2.664 1.366 -1.581 -1.528 0.779 1.245
H 2.484 -0.762 -2.139 0.360 -1.122 0.214
H -0.205 -0.411 1.631 0.651 1.371 -1.101
H -1.356 1.946 1.859 2.151 0.199 -1.821
H -2.310 3.908 2.172 0.729 0.636 0.463
H -2.663 3.612 -0.225 -0.048 0.765 -0.304
C -0.199 -3.824 1.279 1.528 -0.341 0.179
C -1.080 -4.644 0.400 0.021 -0.840 -0.189
O -2.383 -4.257 0.796 0.271 1.097 0.080
C -2.253 -2.970 1.228 -1.152 0.630 0.276
O -3.171 -2.214 1.387 0.874 -0.522 -0.041
O -0.946 -2.645 1.453 -1.176 0.386 -0.161
F -0.926 -5.965 0.655 -0.056 -0.127 -0.123
H -0.025 -4.291 2.253 -0.133 -0.161 -0.132
H 0.765 -3.608 0.816 -0.171 0.110 0.063
H -0.950 -4.455 -0.668 -0.059 -0.137 0.268
C -5.890 0.523 2.667 -0.992 -0.651 -0.168
C -5.262 1.176 3.855 -0.229 -0.579 0.982
O -3.959 1.487 3.397 0.041 0.618 -1.158
C -4.083 1.677 2.059 -0.441 -0.370 -0.369
O -3.248 2.218 1.373 -0.587 -0.027 0.413
O -5.258 1.195 1.585 1.341 0.742 0.182
F -5.161 0.312 4.888 0.040 0.208 0.017
H -5.671 -0.547 2.608 0.149 0.118 0.159
H -6.972 0.661 2.639 0.175 0.141 -0.207
H -5.764 2.090 4.185 0.129 -0.077 0.124
C -1.575 -5.922 -3.938 -1.035 -0.506 0.054
C -0.229 -6.196 -4.528 0.144 -0.178 -0.870
O 0.508 -5.032 -4.207 -0.341 -0.048 0.894
C -0.037 -4.564 -3.052 0.586 1.044 0.661
O 0.492 -3.753 -2.338 -0.716 -0.767 -0.685
O -1.254 -5.132 -2.800 0.897 0.388 -0.121
F -0.301 -6.302 -5.874 0.125 -0.089 0.015
H -2.220 -5.347 -4.608 0.233 -0.050 -0.106
H -2.096 -6.835 -3.648 0.080 0.178 0.182
H 0.274 -7.074 -4.113 0.034 0.042 -0.176
```
Positions in Å, forces in eV/Å.

=====

[2]
Below is a molecular structure, C69H63AsCdN5O7, with properties calculated with the ωB97M-V functional and the def2-TZVPD basis.

Summary:
- E_HOMO (spin up / spin down) (Ha) = -0.17337 / -0.16201
- 2S+1 = 1
- Kohn-Sham gap (spin up / spin down) (eV) = 6.62 / 6.29
- maximum force (eV/Å) = 0.47
- charge = -1
- molar mass (g/mol) = 1261.62
- LUMO (spin up / spin down) (eV) = 1.907 / 1.882

```
146
Properties=species:S:1:pos:R:3:forces:R:3
Cd 1.177 -0.168 -1.583 0.097 -0.030 -0.114
O 4.990 0.609 -3.589 -0.047 -0.063 0.020
C 4.045 0.348 -2.822 -0.062 0.052 -0.023
N 2.833 -0.097 -3.114 0.146 0.137 0.029
C 2.562 -0.324 -4.511 0.022 -0.051 0.022
C 1.525 0.604 -5.094 -0.086 0.025 0.055
C 0.711 0.166 -6.141 -0.020 -0.005 0.026
C -0.193 1.041 -6.706 -0.022 0.005 0.012
C -0.270 2.335 -6.206 -0.065 -0.010 0.004
C 0.557 2.671 -5.150 0.017 -0.034 0.038
N 1.441 1.838 -4.604 0.025 0.029 -0.031
C 4.309 0.498 -1.327 0.010 -0.026 0.022
C 5.611 0.686 -0.877 0.006 0.009 -0.001
C 5.839 0.732 0.488 -0.012 0.011 -0.007
C 4.768 0.588 1.361 0.018 0.018 -0.015
C 3.499 0.420 0.831 -0.046 -0.105 -0.030
N 3.286 0.391 -0.484 -0.019 0.019 0.034
H 3.477 -0.194 -5.101 0.035 -0.040 0.033
H 2.213 -1.354 -4.646 -0.030 0.023 -0.048
H 0.785 -0.859 -6.483 -0.002 -0.003 0.005
H -0.840 0.719 -7.514 -0.001 0.001 -0.004
H -0.965 3.059 -6.612 -0.013 0.001 0.008
H 0.510 3.665 -4.712 0.001 0.004 -0.001
H 6.397 0.777 -1.612 0.005 -0.005 -0.001
H 6.844 0.868 0.870 0.006 -0.006 0.002
H 4.906 0.600 2.435 0.007 -0.006 0.014
H 2.620 0.305 1.451 0.106 -0.040 -0.065
C -3.674 -4.407 1.000 0.003 -0.006 -0.014
C -2.514 -4.387 0.018 0.004 -0.026 -0.044
C -2.336 -5.726 -0.683 -0.019 0.016 -0.020
O -2.730 -3.360 -0.918 -0.027 0.015 0.023
C -1.436 -2.802 -1.210 -0.012 -0.033 -0.001
C -0.819 -2.786 0.201 0.016 0.039 0.002
O -1.311 -4.056 0.689 -0.050 -0.011 0.036
C 0.710 -2.669 0.386 0.036 -0.052 0.012
O 1.056 -1.353 0.225 0.010 -0.007 0.048
C 1.137 -3.009 1.835 0.022 0.059 -0.015
C 2.508 -2.918 2.096 0.005 0.016 -0.030
C 3.016 -3.089 3.370 -0.001 -0.006 0.010
C 2.160 -3.372 4.431 0.009 0.000 -0.001
C 0.802 -3.469 4.186 -0.043 0.045 0.029
C 0.289 -3.276 2.903 -0.015 -0.020 0.014
C 1.456 -3.652 -0.542 0.001 0.012 0.002
C 1.224 -5.028 -0.480 0.021 -0.017 0.004
C 1.884 -5.903 -1.330 -0.006 -0.005 -0.005
C 2.809 -5.426 -2.250 -0.001 -0.007 -0.003
C 3.078 -4.067 -2.292 0.006 0.003 0.004
C 2.411 -3.194 -1.440 -0.020 -0.005 0.002
C -1.567 -1.659 -2.261 0.016 -0.025 0.028
O -0.313 -1.284 -2.646 -0.130 0.002 -0.047
C -2.240 -2.402 -3.463 -0.027 -0.041 -0.031
C -1.418 -2.877 -4.476 -0.001 -0.007 0.004
C -1.952 -3.552 -5.567 -0.004 -0.001 -0.003
C -3.320 -3.760 -5.660 -0.005 0.004 -0.007
C -4.150 -3.287 -4.650 0.000 -0.002 0.007
C -3.612 -2.617 -3.563 0.011 0.000 -0.001
C -2.466 -0.387 -2.044 0.056 0.046 0.058
C -3.672 1.450 -0.639 -0.053 0.028 0.080
C -4.507 2.191 -1.634 0.003 0.061 -0.005
C -4.322 2.122 -2.968 0.012 0.036 0.030
C -3.281 1.414 -3.633 0.073 -0.032 -0.083
C -2.436 0.401 -3.182 -0.003 0.099 -0.018
H -4.620 -4.460 0.459 0.001 -0.012 0.003
H -3.655 -3.501 1.606 -0.004 0.011 -0.003
H -3.593 -5.271 1.660 0.005 0.006 0.007
H -3.269 -6.021 -1.167 0.001 -0.007 0.004
H -2.046 -6.492 0.038 0.005 0.001 0.000
H -1.555 -5.645 -1.439 -0.003 -0.009 0.002
H -0.852 -3.539 -1.778 -0.002 0.007 0.003
H -1.234 -1.985 0.803 0.061 -0.076 -0.049
H 3.174 -2.691 1.273 -0.001 0.009 -0.004
H 4.084 -3.008 3.538 0.000 0.000 -0.002
H 2.552 -3.524 5.429 -0.003 -0.002 0.000
H 0.128 -3.713 5.000 -0.045 0.029 0.019
H -0.776 -3.369 2.739 0.033 0.004 0.014
H 0.518 -5.413 0.244 0.011 0.002 0.001
H 1.677 -6.966 -1.270 0.001 -0.002 0.002
H 3.323 -6.109 -2.916 -0.001 0.000 -0.002
H 3.811 -3.673 -2.986 -0.003 0.008 0.001
H 2.658 -2.144 -1.471 0.016 -0.004 -0.003
H -0.355 -2.690 -4.384 0.002 0.003 0.000
H -1.295 -3.916 -6.349 0.003 0.000 0.001
H -3.740 -4.282 -6.512 0.001 0.000 -0.001
H -5.221 -3.442 -4.711 0.000 0.002 -0.003
H -4.269 -2.257 -2.780 -0.007 -0.004 0.000
H -4.255 1.439 0.290 0.032 0.019 0.027
H -5.294 2.829 -1.245 -0.028 -0.046 -0.006
H -4.967 2.727 -3.598 0.004 -0.006 -0.004
H -3.134 1.693 -4.670 0.034 0.013 -0.023
H -1.685 0.093 -3.903 0.017 0.004 0.005
C 1.760 3.292 -0.754 -0.045 -0.026 -0.161
C 0.351 2.918 -1.109 0.279 0.050 -0.003
O 0.056 1.872 -1.681 0.027 -0.082 -0.096
N -0.618 3.801 -0.782 0.013 0.079 -0.110
C -2.010 3.442 -0.934 0.009 0.067 -0.081
C -2.380 2.140 -0.260 -0.133 -0.033 0.076
C -3.503 -0.079 -0.977 -0.059 -0.035 0.023
C -3.445 -0.804 0.332 -0.043 0.038 -0.028
C -2.673 -0.419 1.368 0.119 0.062 -0.098
C -1.669 0.607 1.377 -0.184 -0.107 0.081
N -1.574 1.743 0.671 0.132 -0.137 0.005
H 2.434 2.808 -1.459 -0.010 0.051 -0.041
H 1.963 2.921 0.254 -0.019 0.052 -0.128
H 1.906 4.372 -0.781 -0.010 0.050 0.005
H -0.376 4.512 -0.112 0.043 -0.012 -0.168
H -2.267 3.380 -1.991 0.042 -0.025 -0.018
H -2.601 4.266 -0.519 -0.072 -0.012 -0.045
H -4.465 -0.349 -1.440 0.000 -0.027 0.010
H -4.078 -1.672 0.444 0.004 -0.005 -0.002
H -2.673 -1.045 2.258 0.021 -0.027 -0.022
H -0.819 0.429 2.024 -0.105 0.021 0.065
O 1.567 2.193 2.020 -0.180 -0.176 0.396
As 0.862 2.883 3.324 0.032 0.121 0.208
C -0.580 1.958 4.206 0.009 -0.001 -0.062
C -0.407 0.608 4.496 -0.033 -0.032 -0.025
C -1.425 -0.090 5.127 0.046 -0.021 0.005
C -2.605 0.554 5.473 0.003 -0.021 -0.002
C -2.771 1.902 5.195 0.003 0.026 -0.012
C -1.756 2.607 4.561 0.028 0.011 0.028
C 0.218 4.651 2.895 0.044 0.000 -0.029
C -0.919 4.786 2.100 -0.054 0.026 0.135
C -1.309 6.045 1.666 -0.008 0.048 0.070
C -0.560 7.164 2.009 0.004 0.010 0.004
C 0.580 7.026 2.788 -0.011 0.011 0.002
C 0.971 5.769 3.231 -0.062 0.008 0.066
C 2.184 3.070 4.719 0.070 0.036 -0.097
C 1.859 3.144 6.068 -0.039 0.068 -0.001
C 2.869 3.223 7.016 -0.013 0.007 0.002
C 4.199 3.226 6.616 0.000 0.000 -0.012
C 4.523 3.145 5.268 -0.003 0.003 0.019
C 3.516 3.061 4.317 0.002 -0.029 -0.017
H 0.499 0.090 4.196 0.007 -0.011 0.005
H -1.300 -1.144 5.332 0.038 -0.059 0.000
H -3.400 0.000 5.957 0.003 -0.001 -0.003
H -3.691 2.405 5.461 0.003 0.002 0.000
H -1.891 3.658 4.343 0.000 0.021 -0.020
H -1.472 3.903 1.796 0.001 -0.023 0.065
H -2.194 6.153 1.051 0.000 0.003 -0.003
H -0.863 8.144 1.662 0.001 -0.002 -0.001
H 1.169 7.897 3.047 0.000 -0.002 0.001
H 1.860 5.662 3.840 0.008 0.004 -0.014
H 0.822 3.130 6.382 -0.007 -0.017 -0.005
H 2.618 3.273 8.068 0.002 0.002 -0.001
H 4.985 3.279 7.359 0.000 0.004 -0.001
H 5.560 3.133 4.958 -0.001 -0.002 -0.002
H 3.749 2.957 3.264 0.000 0.005 -0.006
```
Positions in Å, forces in eV/Å.

=====

Number 2 is which compound?
C69H63AsCdN5O7

=====

Among the records above, which one has the highest molar mass?
C69H63AsCdN5O7

=====

The highest charge belongs to which entry?
C19H25F3N2O13P

=====

Which of these has the highest charge?
C19H25F3N2O13P